Arrangement P

{"formula": "C9H11NS", "method": "ωB97M-V with the def2-TZVPD basis set", "homo_energy_ev": -8.5, "lumo_ev": 0.73, "spin_multiplicity": 1, "gap_ha": 0.3402, "symbols": ["S", "N", "C", "C", "C", "C", "C", "C", "C", "C", "C", "H", "H", "H", "H", "H", "H", "H", "H", "H", "H", "H"], "xyz": [[1.46893, 1.10796, -0.71274], [2.40533, -2.24666, 0.44371], [1.66443, -1.46505, 0.01726], [-0.26218, -0.81556, -1.52078], [0.67789, -0.49666, -0.39826], [-0.55212, -0.09759, 1.01358], [-1.64287, -0.60236, -0.86321], [-1.57214, -1.12967, 0.56119], [-1.14548, 1.19723, 0.46602], [2.47844, 1.37932, 0.72591], [-1.81740, 0.91004, -0.62140], [-2.51448, -0.88698, 1.01061], [-2.50504, -0.76232, -1.48513], [-0.02276, -0.06369, 2.01102], [3.13039, 0.48728, 1.14566], [-1.34328, -2.14945, 0.72786], [1.73470, 1.62099, 1.47638], [3.08284, 2.17893, 0.58331], [-0.14719, 0.04887, -2.21112], [-2.06920, 1.53799, -1.48834], [-1.09773, 2.12146, 0.90249], [0.04894, -1.87407, -1.78400]], "mulliken_charge": [-0.04, -0.52, -0.21, -1.01, 0.72, -0.42, 0.04, -0.71, -0.64, -0.89, -0.50, 0.38, 0.39, 0.37, 0.25, 0.36, 0.24, 0.46, 0.39, 0.39, 0.55, 0.40]}

Arrangement Q

{"formula": "C9H11NS", "method": "ωB97M-V with the def2-TZVPD basis set", "homo_energy_ev": -8.3, "lumo_ev": -1.33, "spin_multiplicity": 1, "gap_ha": 0.2550, "symbols": ["S", "N", "C", "C", "C", "C", "C", "C", "C", "C", "C", "H", "H", "H", "H", "H", "H", "H", "H", "H", "H", "H"], "xyz": [[3.08187, 0.48789, 0.30575], [1.79279, -2.98853, 0.04802], [4.84514, 1.20284, 0.50730], [-2.16942, -1.78636, -0.54815], [-0.35597, -0.05531, 0.71931], [-2.50028, -1.19279, 0.74813], [3.40184, -1.08757, 0.43672], [-0.18544, -0.22174, -0.59427], [2.37990, -1.96436, 0.23190], [-1.33916, -0.85132, -1.38410], [-1.67538, -0.34963, 1.32982], [-2.03730, 0.08961, -1.71517], [-1.03125, -1.26646, -2.35147], [0.38358, 0.39250, 1.36803], [-3.18049, -2.09343, -1.09325], [-1.60826, -2.75191, -0.53067], [0.64917, 0.05514, -1.14536], [5.26707, 0.83672, -0.41783], [4.67946, 2.32705, 0.34019], [5.41385, 0.94716, 1.39649], [-3.41371, -1.57169, 1.26217], [-1.80450, 0.02388, 2.39027]], "mulliken_charge": [0.16, -0.42, -0.87, -0.55, 0.18, -0.29, -0.48, -0.44, 0.70, -0.79, -0.50, 0.25, 0.35, 0.27, 0.24, 0.26, 0.44, 0.32, 0.31, 0.31, 0.30, 0.25]}

arrangement P is the most stable structure; the next one sits 1.706 eV above it.

Arrangement P

{"formula": "C4H6F2O", "method": "ωB97M-V with the def2-TZVPD basis set", "homo_energy_ev": -9.9, "lumo_ev": 0.79, "spin_multiplicity": 1, "smiles": "O[C@]1(CF)C[C@@H]1F", "gap_ha": 0.3926, "symbols": ["F", "F", "O", "C", "C", "C", "C", "H", "H", "H", "H", "H", "H"], "xyz": [[-2.07325, 1.02622, 0.75560], [1.93939, -0.87627, -0.78376], [-0.49260, -1.43605, -0.48387], [1.29393, 0.18091, 0.09895], [0.52489, 0.97958, -0.86530], [-0.11055, -0.11942, -0.00778], [-1.06510, 0.31135, 1.27269], [0.54417, -1.63077, -1.05673], [0.41482, 2.09021, -0.53972], [-1.66312, -0.67737, 1.72727], [-0.37283, 0.93252, 1.94728], [1.90066, 0.57602, 0.94730], [0.46274, 0.73366, -1.89241]], "mulliken_charge": [-0.26, -0.38, -0.65, -0.07, -0.52, 0.51, -0.38, 0.44, 0.21, 0.26, 0.23, 0.34, 0.27]}

Arrangement Q

{"formula": "C4H6F2O", "method": "ωB97M-V with the def2-TZVPD basis set", "homo_energy_ev": -9.3, "lumo_ev": 0.83, "spin_multiplicity": 1, "smiles": "CO/C=C\\C(F)F", "gap_ha": 0.3727, "symbols": ["F", "F", "O", "C", "C", "C", "C", "H", "H", "H", "H", "H", "H"], "xyz": [[0.54165, -2.85244, 0.89829], [-0.11605, -2.80231, -1.19788], [-0.64058, 0.69716, 0.29831], [0.06467, -2.03894, -0.04751], [0.95585, -0.91213, -0.36115], [-0.91155, 2.08905, 0.34089], [0.59549, 0.38328, -0.14201], [1.96969, -1.27019, -0.73004], [-0.91531, -1.73359, 0.28556], [-0.17691, 2.50293, 1.06803], [1.29064, 1.23134, -0.35883], [-0.71766, 2.44326, -0.71416], [-1.93993, 2.26257, 0.66050]], "mulliken_charge": [-0.26, -0.29, -0.36, 0.43, -0.52, -0.67, 0.05, 0.20, 0.21, 0.30, 0.36, 0.31, 0.23]}

arrangement Q is the most stable structure; the next one sits 2.603 eV above it.